No. 1
DFT (ωB97M-V/def2-TZVPD) results for a structure of composition C2H8N6 in a non-equilibrium geometry.

Structure (XYZ):
```
16
C2H8N6 (ωB97M-V/def2-TZVPD)
C -0.46 -0.11 -0.04
C 0.88 0.34 -0.07
H -2.74 -1.11 -0.31
H -2.37 -2.22 0.98
H 0.06 -1.92 -0.51
H 1.17 1.36 0.31
H 3.15 0.87 0.71
H 3.89 -0.65 -0.40
H -1.81 2.64 0.69
H -1.36 2.39 -1.08
N -1.94 -2.02 -0.08
N -0.66 -1.44 0.07
N 1.81 -0.60 -0.27
N 3.02 -0.31 0.10
N -1.50 0.65 -0.09
N -1.14 2.13 -0.01
```

E in hartree: -409.3230
HOMO level in eV: -8.484
M in g/mol: 116.1
Energy relative to the best compared isomer or geometry (same formula, charge and spin) in eV: 5.814
E_LUMO in eV: 0.65
Gap between HOMO and LUMO in Eh: 0.3357
Max |F| in eV/Å: 6.00

---

No. 2
DFT (ωB97M-V/def2-TZVPD) results for a cluster of 2 separate species, C2H8NO in total.

Structure (XYZ):
```
12
C2H8NO (ωB97M-V/def2-TZVPD)
O -0.20 0.55 2.49
H -0.31 0.55 3.44
C 1.20 0.21 -0.83
N -0.09 0.50 -0.24
C -1.09 -0.50 -0.57
H 1.43 -0.86 -0.86
H 1.95 0.79 -0.29
H 1.23 0.56 -1.87
H -0.01 0.56 0.77
H -2.09 -0.10 -0.74
H -0.81 -1.02 -1.49
H -1.21 -1.26 0.21
```

E in hartree: -210.9612
HOMO level in eV: -2.678
M in g/mol: 62.1
Energy relative to the best compared isomer or geometry (same formula, charge and spin) in eV: 0.628
Charge: -1
E_LUMO in eV: 4.44
Gap between HOMO and LUMO in Eh: 0.2615
Max |F| in eV/Å: 0.84

---

No. 3
DFT (ωB97M-V/def2-TZVPD) results for a cluster of 2 separate species, C2H8NO in total in a non-equilibrium geometry.

Structure (XYZ):
```
12
C2H8NO (ωB97M-V/def2-TZVPD)
N -0.38 1.59 -1.09
H 0.49 1.72 -1.63
H -0.20 2.07 -0.21
H -0.49 0.59 -0.89
H -1.24 1.89 -1.55
C -0.56 -1.34 0.93
C 0.62 -0.71 1.08
O 1.60 -0.87 0.16
H -1.15 -1.76 1.73
H -0.94 -1.39 -0.09
H 0.93 -0.18 1.97
H 1.33 -1.60 -0.41
```

E in hartree: -210.6822
HOMO level in eV: -12.982
M in g/mol: 62.1
Energy relative to the best compared isomer or geometry (same formula, charge and spin) in eV: 1.928
Charge: +1
E_LUMO in eV: -4.28
Gap between HOMO and LUMO in Eh: 0.3197
Max |F| in eV/Å: 1.59

---

No. 4
DFT (ωB97M-V/def2-TZVPD) results for a cluster of 2 separate species, C2H8NO in total in a non-equilibrium geometry.

Structure (XYZ):
```
12
C2H8NO (ωB97M-V/def2-TZVPD)
N -1.11 -0.42 1.44
H -0.96 0.43 0.88
H -1.52 -0.26 2.35
H -0.25 -0.97 1.29
H -1.81 -0.93 0.89
C 0.09 0.94 -1.33
C 1.06 0.08 -1.09
O 1.16 -0.62 0.09
H -0.58 1.42 -0.63
H 0.03 1.33 -2.34
H 1.82 -0.09 -1.83
H 2.07 -0.90 0.28
```

E in hartree: -210.7082
HOMO level in eV: -13.689
M in g/mol: 62.1
Energy relative to the best compared isomer or geometry (same formula, charge and spin) in eV: 1.221
Charge: +1
E_LUMO in eV: -3.80
Gap between HOMO and LUMO in Eh: 0.3633
Max |F| in eV/Å: 1.93